{
  "formula": "C7H15BrN4OS",
  "method": "ωB97M-V/def2-TZVPD",
  "species": ["C", "C", "C", "C", "C", "C", "C", "N", "N", "N", "N", "O", "S", "Br", "H", "H", "H", "H", "H", "H", "H", "H", "H", "H", "H", "H", "H", "H", "H"],
  "xyz": [[1.702244, 1.116422, -2.433056], [-0.367760, 0.886091, -0.978841], [2.137413, 0.096063, -3.277257], [0.014403, -1.240203, 1.334361], [0.525690, -1.073291, 3.742137], [-3.133573, 0.197206, -1.324632], [1.090399, -1.146027, 2.291831], [0.689958, 0.999130, -1.508835], [-0.564461, -0.121731, 0.880244], [2.254264, 2.415601, -2.567202], [-0.106318, -2.405338, 0.782288], [-2.406440, 2.077171, 0.259559], [-2.016376, 1.534842, -1.211464], [1.706530, -1.685990, -3.189824], [2.748509, 0.402211, -4.108617], [0.961983, -0.245162, 4.389746], [0.689728, -2.075601, 4.164171], [-0.557814, -0.944268, 3.729675], [-2.809186, -0.577764, -2.011897], [-3.949598, 0.602660, -1.912252], [-3.537986, -0.121918, -0.237861], [1.879080, -1.808366, 2.313928], [1.536249, -0.170597, 2.070955], [-2.351724, 2.951972, 0.629575], [-0.682111, 0.522093, 1.605048], [3.146023, 2.589246, -2.822659], [1.810325, 3.138908, -2.073205], [0.450475, -3.133159, 1.257430], [-0.859926, -2.780202, 0.206656]],
  "atomic_forces_ev_per_a": [[2.75, 0.27, -2.28], [1.75, -0.58, 0.84], [-1.16, 1.69, 1.84], [0.60, 1.20, -2.15], [0.10, 0.12, 0.71], [-1.52, -0.91, 2.13], [-0.52, 3.78, 2.64], [-2.47, -0.94, 0.43], [-1.04, -1.67, -1.93], [-4.29, -2.30, 1.04], [-0.15, -2.74, -0.03], [-0.24, -2.96, -0.92], [0.15, 2.01, 1.33], [-0.22, -0.17, 0.20], [0.17, 0.00, -0.07], [-0.35, -1.32, -0.92], [0.00, 0.59, 0.39], [-0.02, 0.18, 0.07], [0.73, -0.41, 0.40], [-0.47, 0.57, 0.20], [1.31, 0.52, -2.56], [1.30, -2.00, -0.68], [0.19, -0.17, 0.11], [0.46, 1.49, -0.66], [0.32, 1.63, 1.06], [3.38, 0.08, -0.95], [-0.47, 0.93, 0.47], [-0.51, 0.40, -0.77], [0.21, 0.72, 0.07]],
  "lowdin_charge": [-0.384, -0.180, -0.526, -0.453, -0.047, -0.209, -0.174, 0.194, 0.109, 0.154, 0.235, -0.242, 1.185, 0.797, 0.074, 0.113, 0.088, 0.073, 0.088, 0.074, 0.161, 0.102, 0.128, 0.120, 0.057, 0.071, 0.087, 0.158, 0.148],
  "largest_force_ev_per_a": 4.98,
  "homo_ha": [-0.539, -0.539],
  "e_tot_ha": -3541.37921,
  "gap_ha": [0.210, 0.210],
  "total_charge": 2
}

***

{
  "formula": "C5H11N3P",
  "method": "ωB97M-V/def2-TZVPD",
  "species": ["C", "C", "C", "C", "C", "N", "N", "N", "P", "H", "H", "H", "H", "H", "H", "H", "H", "H", "H", "H"],
  "xyz": [[-0.971167, -0.662509, 1.270453], [-1.724528, -0.004542, -0.881490], [0.351543, -1.326168, -0.632953], [2.310404, -0.002071, 1.237894], [0.983266, 1.445632, -1.158383], [-1.023221, -1.124624, -0.118792], [-0.971509, 0.740569, 1.175182], [-1.284454, 1.119136, -0.005397], [1.566098, 0.150484, -0.299307], [-1.924978, -0.868298, 1.803211], [-0.154048, -1.010150, 1.950054], [-1.349216, -0.019950, -1.970178], [-2.763791, -0.183092, -0.871971], [0.841695, -2.121079, -0.106273], [0.335596, -1.554733, -1.659588], [3.123935, 0.525520, 1.577064], [2.069613, -0.876347, 1.741099], [0.877422, 1.260661, -2.171429], [1.252712, 2.398388, -0.849488], [-1.545367, 2.113175, -0.029714]],
  "atomic_forces_ev_per_a": [[-0.87, -1.08, -0.06], [3.21, -2.20, -0.45], [0.63, 1.46, 1.73], [-2.36, 0.35, -3.64], [0.44, -0.84, 1.19], [0.42, 0.37, -1.01], [-0.41, 2.89, -1.10], [-0.26, -0.48, 2.68], [-0.19, -1.48, 1.56], [0.26, -0.19, -0.20], [-0.66, 0.07, -1.05], [-0.50, 0.59, 1.90], [-1.36, 0.33, 0.34], [-0.07, -0.71, 0.27], [-0.02, -0.22, -1.30], [1.48, 1.56, 0.62], [-0.26, -1.61, 0.81], [-0.36, -0.19, -1.97], [0.53, 1.79, 0.31], [0.34, -0.40, -0.62]],
  "lowdin_charge": [-0.206, -0.052, -0.238, -0.138, -0.250, -0.120, 0.116, 0.047, 0.948, 0.157, 0.139, 0.162, 0.117, 0.084, 0.078, -0.012, -0.021, -0.005, 0.001, 0.193],
  "smiles": "C=P(=C)CN1CN=[NH+]C1",
  "largest_force_ev_per_a": 4.36,
  "homo_ha": [-0.440, -0.441],
  "e_tot_ha": -702.28473,
  "relative_energy_kj_mol": 417.7,
  "gap_ha": [0.237, 0.239],
  "total_charge": 1
}

***

Please write out number 2 again, unchanged.
{
  "formula": "C5H11N3P",
  "method": "ωB97M-V/def2-TZVPD",
  "species": ["C", "C", "C", "C", "C", "N", "N", "N", "P", "H", "H", "H", "H", "H", "H", "H", "H", "H", "H", "H"],
  "xyz": [[-0.971167, -0.662509, 1.270453], [-1.724528, -0.004542, -0.881490], [0.351543, -1.326168, -0.632953], [2.310404, -0.002071, 1.237894], [0.983266, 1.445632, -1.158383], [-1.023221, -1.124624, -0.118792], [-0.971509, 0.740569, 1.175182], [-1.284454, 1.119136, -0.005397], [1.566098, 0.150484, -0.299307], [-1.924978, -0.868298, 1.803211], [-0.154048, -1.010150, 1.950054], [-1.349216, -0.019950, -1.970178], [-2.763791, -0.183092, -0.871971], [0.841695, -2.121079, -0.106273], [0.335596, -1.554733, -1.659588], [3.123935, 0.525520, 1.577064], [2.069613, -0.876347, 1.741099], [0.877422, 1.260661, -2.171429], [1.252712, 2.398388, -0.849488], [-1.545367, 2.113175, -0.029714]],
  "atomic_forces_ev_per_a": [[-0.87, -1.08, -0.06], [3.21, -2.20, -0.45], [0.63, 1.46, 1.73], [-2.36, 0.35, -3.64], [0.44, -0.84, 1.19], [0.42, 0.37, -1.01], [-0.41, 2.89, -1.10], [-0.26, -0.48, 2.68], [-0.19, -1.48, 1.56], [0.26, -0.19, -0.20], [-0.66, 0.07, -1.05], [-0.50, 0.59, 1.90], [-1.36, 0.33, 0.34], [-0.07, -0.71, 0.27], [-0.02, -0.22, -1.30], [1.48, 1.56, 0.62], [-0.26, -1.61, 0.81], [-0.36, -0.19, -1.97], [0.53, 1.79, 0.31], [0.34, -0.40, -0.62]],
  "lowdin_charge": [-0.206, -0.052, -0.238, -0.138, -0.250, -0.120, 0.116, 0.047, 0.948, 0.157, 0.139, 0.162, 0.117, 0.084, 0.078, -0.012, -0.021, -0.005, 0.001, 0.193],
  "smiles": "C=P(=C)CN1CN=[NH+]C1",
  "largest_force_ev_per_a": 4.36,
  "homo_ha": [-0.440, -0.441],
  "e_tot_ha": -702.28473,
  "relative_energy_kj_mol": 417.7,
  "gap_ha": [0.237, 0.239],
  "total_charge": 1
}